Here is a structure of composition C18H21CrF6N4O7PS5 from OMol25. Energies are from ωB97M-V/def2-TZVPD.

The geometry in XYZ format:
```
63
Properties=species:S:1:pos:R:3:forces:R:3
Cr -0.2906 0.2665 0.2252 0.3 -0.8 0.0
S 0.8130 -0.0756 2.3210 -0.1 0.1 -0.1
C 2.2782 0.2997 1.4693 0.1 0.0 0.0
S 2.1429 0.5086 -0.2382 -0.3 0.1 0.1
C 3.4913 0.4178 2.1365 -0.2 0.0 -0.1
C 4.6972 0.7076 1.4452 0.2 0.0 -0.1
N 5.6964 0.9349 0.9138 0.0 0.0 0.0
C 3.5864 0.2474 3.5430 0.0 0.0 0.2
N 3.6926 0.1192 4.6854 0.0 0.0 0.0
F -1.1050 2.9744 -4.6060 0.0 0.0 0.0
C -1.6085 1.9494 -3.9168 0.0 -0.3 -0.1
F -2.7311 2.3425 -3.3256 0.0 0.0 0.0
F -1.9012 0.9685 -4.7769 0.0 0.0 0.0
S -0.3592 1.3634 -2.6853 0.0 0.3 -0.2
O -1.1017 0.4622 -1.8117 0.1 0.0 0.3
O 0.6867 0.7935 -3.4674 0.0 0.0 -0.1
N 0.0710 2.6831 -1.9969 0.3 0.1 -0.2
S -0.5975 3.3053 -0.7179 -0.3 0.1 0.3
O 0.2672 3.2990 0.4194 0.1 0.1 0.0
O -1.9666 2.9079 -0.5156 -0.1 0.1 0.0
C -0.6725 5.0637 -1.2629 0.0 0.0 0.1
F -1.1132 5.8076 -0.2421 0.0 0.0 0.0
F -1.5192 5.2112 -2.2836 0.0 0.0 -0.1
F 0.5212 5.5173 -1.6314 0.0 0.0 0.0
N 0.2717 -2.0891 -0.9865 -0.1 0.2 0.1
C -0.8647 -2.9060 -1.0524 -0.1 -0.1 0.0
C -1.0878 -3.8899 -0.0876 0.0 0.1 0.0
C -2.2961 -4.5656 -0.0402 0.0 0.0 0.1
C -3.3034 -4.2828 -0.9526 0.0 0.0 0.1
C -3.0505 -3.3702 -1.9644 0.0 0.0 -0.1
C -1.8416 -2.6917 -2.0252 0.0 0.0 0.0
S -4.9539 -4.9258 -0.6996 0.0 0.0 0.0
O -4.7626 -6.2594 -0.1461 0.0 0.0 0.0
O -5.5809 -4.8907 -2.0140 0.0 0.0 0.0
O -5.5294 -3.9733 0.2522 0.0 0.0 0.0
H 1.0471 -2.4432 -0.4476 0.0 0.0 0.0
H 0.5762 -1.6622 -1.8487 0.0 0.0 0.0
H -0.3204 -4.0933 0.6522 0.0 0.0 0.0
H -2.4824 -5.3046 0.7299 0.0 0.0 0.0
H -3.8271 -3.1766 -2.6947 0.0 0.0 0.0
H -1.6698 -1.9536 -2.8002 0.0 0.0 0.0
C -5.3214 -0.4063 -0.1071 0.0 0.0 0.0
C -3.8640 -0.0970 -0.4421 0.0 0.0 0.0
P -2.7065 -0.1309 0.9740 0.2 0.2 -0.2
C -3.1543 -1.6688 1.8591 -0.1 0.0 0.0
C -2.1102 -2.1488 2.8604 0.0 0.0 0.0
C -3.3343 1.2240 2.0476 0.0 0.0 0.0
C -2.3189 1.7251 3.0699 0.0 0.0 0.1
H -5.9535 -0.2408 -0.9823 0.0 0.0 0.0
H -5.6983 0.2353 0.6937 0.0 0.0 0.0
H -5.4495 -1.4500 0.1864 0.0 0.0 0.0
H -3.7396 0.8878 -0.8993 0.0 0.0 0.0
H -3.4826 -0.8232 -1.1612 0.0 0.0 0.0
H -3.3491 -2.4271 1.0979 0.1 0.0 0.0
H -4.1118 -1.4972 2.3584 0.0 0.0 0.0
H -1.1272 -2.2423 2.4002 0.0 0.0 0.0
H -2.3937 -3.1250 3.2585 0.0 0.0 0.0
H -2.0047 -1.4587 3.7011 0.0 0.0 0.0
H -4.2468 0.8761 2.5397 0.0 0.0 0.0
H -3.6139 2.0359 1.3716 0.0 0.0 0.0
H -1.9676 0.9254 3.7247 0.0 0.0 0.0
H -2.7577 2.5021 3.7001 0.0 0.0 0.0
H -1.4379 2.1411 2.5796 0.0 0.0 0.0
```
Forces are in eV/Å.

strongest force on any atom = 0.89 eV/Å
ΔE to the lowest compared entry with this formula, charge and spin = 5.3 kcal/mol
2S+1 = 5
gap between HOMO and LUMO (alpha / beta) = 7.2 / 7.4 eV
net charge = -2